No. 1
Entry from the Open Molecules 2025 dataset: C39H43Cl2CoN3O4 as an isolated structure in a non-equilibrium geometry (ωB97M-V with the def2-TZVPD basis set).

Each line ends with the Löwdin spin population.
Cartesian coordinates (Å):
Co (0.130, 0.388, 0.165)  1.02
C (-4.567, 0.799, -2.827)  0.00
C (-3.523, -0.177, -2.256)  0.00
C (-3.373, -1.378, -3.197)  0.00
C (-3.902, -0.574, -0.837)  0.00
C (-4.927, -1.497, -0.647)  0.00
C (-5.356, -1.846, 0.620)  0.00
C (-4.781, -1.235, 1.724)  0.00
C (-3.752, -0.311, 1.585)  0.00
C (-3.245, 0.455, 2.800)  0.00
C (-3.562, -0.213, 4.140)  0.00
C (-3.847, 1.871, 2.831)  0.00
C (-3.263, -0.009, 0.285)  0.00
N (-2.131, 0.832, 0.124)  -0.01
C (-2.378, 2.117, -0.080)  0.00
O (-3.477, 2.709, -0.142)  0.00
C (-1.142, 2.972, -0.181)  0.00
C (-1.220, 4.352, -0.125)  0.00
C (-0.047, 5.086, -0.192)  0.00
C (1.155, 4.415, -0.337)  0.00
C (1.138, 3.034, -0.403)  0.00
N (0.012, 2.337, -0.319)  0.00
C (2.403, 2.241, -0.631)  0.00
O (3.436, 2.883, -0.908)  0.00
N (2.205, 0.937, -0.573)  -0.01
C (3.278, 0.033, -0.729)  0.00
C (4.087, -0.297, 0.389)  0.00
C (4.942, -1.391, 0.316)  0.00
C (5.064, -2.135, -0.846)  0.00
C (4.362, -1.734, -1.970)  0.00
C (3.485, -0.651, -1.950)  0.00
C (2.887, -0.245, -3.300)  0.00
C (3.272, 1.183, -3.710)  0.00
C (1.375, -0.445, -3.424)  0.00
C (4.073, 0.541, 1.658)  0.00
C (4.135, -0.288, 2.938)  0.00
C (5.248, 1.535, 1.635)  0.00
H (-4.309, 1.086, -3.855)  0.00
H (-4.615, 1.697, -2.212)  0.00
H (-5.554, 0.322, -2.838)  0.00
H (-2.560, 0.332, -2.211)  0.00
H (-4.339, -1.859, -3.384)  0.00
H (-2.686, -2.126, -2.791)  0.00
H (-2.977, -1.043, -4.161)  0.00
H (-5.404, -1.951, -1.511)  0.00
H (-6.148, -2.577, 0.747)  0.00
H (-5.146, -1.481, 2.716)  0.00
H (-2.165, 0.551, 2.693)  0.00
H (-4.630, -0.125, 4.379)  0.00
H (-3.002, 0.289, 4.936)  0.00
H (-3.293, -1.268, 4.144)  0.00
H (-4.925, 1.809, 3.026)  0.00
H (-3.713, 2.393, 1.885)  0.00
H (-3.382, 2.462, 3.629)  0.00
H (-2.198, 4.802, -0.025)  0.00
H (-0.075, 6.168, -0.147)  0.00
H (2.110, 4.915, -0.418)  0.00
H (5.522, -1.671, 1.191)  0.00
H (5.715, -3.002, -0.882)  0.00
H (4.495, -2.276, -2.902)  0.00
H (3.360, -0.913, -4.024)  0.00
H (2.717, 1.919, -3.132)  0.00
H (3.046, 1.341, -4.771)  0.00
H (4.335, 1.373, -3.544)  0.00
H (0.849, 0.156, -2.685)  0.00
H (1.096, -1.488, -3.258)  0.00
H (1.038, -0.144, -4.425)  0.00
H (3.138, 1.100, 1.680)  0.00
H (5.116, -0.764, 3.065)  0.00
H (3.369, -1.061, 2.947)  0.00
H (3.961, 0.360, 3.802)  0.00
H (6.196, 0.989, 1.536)  0.00
H (5.279, 2.112, 2.570)  0.00
H (5.149, 2.224, 0.799)  0.00
C (0.256, -4.237, -1.253)  0.00
C (1.306, -3.674, -0.534)  0.00
C (1.247, -2.342, -0.134)  0.00
C (0.158, -1.509, -0.433)  -0.04
C (-0.874, -2.105, -1.163)  0.00
C (-0.841, -3.441, -1.566)  0.00
H (0.287, -5.279, -1.560)  0.00
H (2.172, -4.277, -0.271)  0.00
H (2.084, -1.949, 0.439)  0.00
H (-1.739, -1.514, -1.433)  0.00
H (-1.678, -3.857, -2.125)  0.00
Cl (-0.672, -2.446, 2.929)  0.00
C (0.406, -1.471, 3.931)  0.00
Cl (1.899, -2.401, 4.275)  0.00
C (0.760, -0.037, 3.378)  0.00
O (1.164, 0.707, 4.281)  0.00
O (0.574, 0.217, 2.158)  0.02
H (-0.075, -1.330, 4.886)  0.00

Forces on the atoms, in the same order (eV/Å):
-0.16 -0.84 -1.90
0.18 -0.05 0.04
-0.19 -0.03 -0.08
-0.04 -0.11 -0.04
0.18 0.03 0.11
-0.10 -0.02 0.01
0.00 0.04 -0.05
0.01 -0.01 0.00
0.01 0.25 -0.15
-0.14 0.04 -0.07
0.12 0.01 -0.04
0.09 0.03 -0.01
-0.22 -0.14 0.13
0.44 -0.04 0.07
-0.22 -0.03 0.20
0.02 -0.12 -0.32
-0.26 -0.05 -0.10
-0.13 0.20 -0.05
-0.02 -0.17 -0.03
0.09 0.19 -0.10
0.27 -0.08 -0.17
0.08 0.65 0.85
0.31 0.00 -0.20
0.02 -0.13 0.20
-0.61 -0.21 0.20
0.27 -0.15 0.03
-0.14 0.15 -0.12
0.07 0.01 -0.01
-0.02 0.03 -0.01
0.05 0.03 -0.01
0.08 0.13 -0.03
-0.16 0.13 0.22
0.00 -0.09 0.02
0.07 -0.07 -0.02
0.11 0.02 -0.02
0.00 0.02 -0.07
-0.11 -0.03 0.02
-0.02 -0.05 0.12
-0.05 0.03 0.04
0.06 0.06 -0.02
0.03 0.07 0.03
0.04 0.04 -0.02
-0.33 0.15 -0.30
-0.03 -0.03 0.02
0.04 0.04 0.04
0.01 0.01 0.01
0.04 0.01 -0.09
0.15 -0.03 0.01
0.11 -0.02 -0.02
-0.06 -0.04 -0.06
0.08 -0.10 0.03
0.07 0.00 0.00
-0.08 -0.03 0.14
-0.06 -0.09 -0.02
0.02 -0.02 0.00
0.01 0.05 0.04
-0.01 -0.02 0.01
-0.05 0.04 -0.07
-0.02 0.03 0.00
-0.03 0.01 0.02
0.03 -0.08 -0.06
0.03 0.05 0.03
0.00 -0.04 0.07
-0.05 0.00 0.00
-0.07 0.04 0.03
-0.01 0.05 0.02
0.04 -0.04 0.10
-0.06 0.04 0.00
-0.07 0.02 -0.01
0.22 0.15 -0.08
-0.02 -0.07 -0.04
-0.08 0.06 0.03
-0.02 -0.08 -0.12
0.03 0.04 -0.08
-0.08 0.06 -0.03
-0.03 0.04 0.00
0.02 -0.11 0.04
0.20 0.25 0.83
0.01 0.00 0.01
0.14 0.10 0.03
0.01 0.04 0.02
-0.05 0.05 -0.02
-0.15 -0.06 -0.01
0.30 -0.06 0.32
0.07 -0.03 0.04
-0.10 0.08 -0.15
0.03 0.22 -0.22
-0.18 -0.22 0.20
-0.16 0.33 -0.46
-0.05 -0.20 -0.27
0.24 -0.30 1.22
-0.07 -0.01 0.15

- total charge = -2
- relative energy (zero: lowest compared OMol25 entry of this formula, charge and spin) (eV) = 0.0000
- multiplicity = 2
- energy (hartree) = -4280.467882
- ⟨S²⟩ = 0.769
- LUMO level (spin up / spin down) (eV) = 4.6 / 4.6
- gap between HOMO and LUMO (spin up / spin down) (eV) = 7.3 / 7.1

---

No. 2
Entry from the Open Molecules 2025 dataset: C48H41GeN3P2Re as an isolated structure in a non-equilibrium geometry (ωB97M-V with the def2-TZVPD basis set).

Each line ends with the Löwdin spin population.
Cartesian coordinates (Å):
Re (0.223, -0.863, 0.239)  2.65
N (2.299, -1.236, 2.315)  0.02
P (0.638, -1.160, 2.641)  -0.01
C (-0.003, -2.741, 3.149)  0.00
C (-1.394, -2.911, 3.095)  0.00
C (-1.955, -4.073, 3.591)  0.00
C (-1.132, -5.059, 4.127)  0.00
C (0.249, -4.897, 4.160)  0.00
C (0.825, -3.737, 3.667)  0.00
C (0.358, 0.086, 3.883)  -0.01
C (1.097, 1.277, 3.831)  0.00
C (1.029, 2.165, 4.885)  0.00
C (0.211, 1.884, 5.979)  -0.01
C (-0.556, 0.726, 6.007)  0.00
C (-0.496, -0.177, 4.959)  0.00
P (2.620, -0.808, 0.686)  0.02
C (4.260, -0.094, 0.613)  0.00
C (5.018, -0.329, -0.540)  0.00
C (6.320, 0.132, -0.597)  0.00
C (6.855, 0.843, 0.474)  0.00
C (6.081, 1.117, 1.596)  0.00
C (4.773, 0.671, 1.664)  0.00
C (2.654, -2.367, -0.230)  0.00
C (2.151, -2.319, -1.540)  0.01
C (2.158, -3.460, -2.330)  0.01
C (2.650, -4.646, -1.802)  0.00
C (3.132, -4.697, -0.494)  0.00
C (3.133, -3.563, 0.302)  0.00
H (3.010, -1.212, 3.043)  0.00
H (-2.020, -2.126, 2.680)  0.00
H (-3.027, -4.214, 3.567)  0.00
H (-1.573, -5.963, 4.526)  0.00
H (0.879, -5.671, 4.577)  0.00
H (1.899, -3.599, 3.706)  0.00
H (1.733, 1.489, 2.977)  0.00
H (1.617, 3.072, 4.866)  0.00
H (0.172, 2.575, 6.811)  0.00
H (-1.196, 0.516, 6.853)  0.00
H (-1.083, -1.085, 4.994)  0.00
H (4.611, -0.895, -1.368)  0.00
H (6.926, -0.075, -1.469)  0.00
H (7.879, 1.190, 0.430)  0.00
H (6.501, 1.685, 2.415)  0.00
H (4.166, 0.907, 2.531)  0.00
H (1.835, -1.361, -1.961)  0.01
H (1.801, -3.423, -3.351)  0.00
H (2.666, -5.537, -2.417)  0.00
H (3.526, -5.626, -0.101)  0.00
H (3.516, -3.603, 1.314)  0.00
C (-1.920, -5.645, -1.388)  0.00
C (-2.931, -4.769, -1.778)  0.00
C (-2.862, -3.433, -1.441)  -0.01
C (-1.767, -2.967, -0.702)  0.01
C (-0.755, -3.850, -0.306)  0.01
C (-0.837, -5.186, -0.646)  0.00
N (-1.648, -1.607, -0.339)  0.01
N (-2.658, -0.856, -0.421)  0.06
C (-2.404, 0.441, -0.045)  0.03
C (-3.418, 1.387, -0.032)  0.02
C (-3.120, 2.693, 0.353)  0.07
C (-1.833, 3.027, 0.757)  0.00
C (-0.816, 2.071, 0.767)  0.08
C (-1.071, 0.769, 0.346)  0.00
H (-1.977, -6.691, -1.659)  0.00
H (-3.775, -5.139, -2.345)  0.00
H (-3.632, -2.733, -1.734)  0.00
H (0.081, -3.514, 0.311)  0.01
H (-0.068, -5.874, -0.324)  0.00
H (-4.420, 1.087, -0.314)  0.00
H (-3.897, 3.446, 0.355)  0.00
H (-1.618, 4.035, 1.086)  0.00
H (0.165, 2.344, 1.141)  0.00
Ge (-0.421, 0.434, -3.024)  0.00
C (1.261, 1.371, -3.145)  0.00
C (2.191, 0.734, -3.976)  0.00
C (3.271, 1.462, -4.448)  0.00
C (3.435, 2.787, -4.061)  0.00
C (2.520, 3.404, -3.210)  0.00
C (1.428, 2.698, -2.738)  0.00
C (-2.163, 1.125, -3.442)  0.00
C (-2.505, 2.475, -3.315)  0.00
C (-3.710, 2.909, -3.840)  0.00
C (-4.561, 2.004, -4.472)  0.00
C (-4.218, 0.662, -4.589)  0.00
C (-3.021, 0.208, -4.058)  0.00
H (-0.304, -1.064, -3.425)  0.00
H (2.054, -0.297, -4.287)  0.00
H (3.974, 0.995, -5.126)  0.00
H (4.285, 3.347, -4.428)  0.00
H (2.649, 4.442, -2.933)  0.00
H (0.713, 3.175, -2.079)  0.00
H (-1.834, 3.182, -2.843)  0.00
H (-3.983, 3.953, -3.770)  0.00
H (-5.501, 2.351, -4.880)  0.00
H (-4.875, -0.033, -5.094)  0.00
H (-2.750, -0.838, -4.149)  0.00

Forces on the atoms, in the same order (eV/Å):
-0.51 1.13 -0.01
-0.01 0.48 -0.07
0.77 -0.03 0.45
-0.27 0.34 -0.34
0.10 0.05 -0.02
-0.04 -0.01 -0.04
-0.01 -0.01 0.00
0.05 -0.01 -0.01
0.11 0.06 -0.05
-0.09 -0.16 -0.41
0.01 -0.01 -0.05
0.06 0.06 -0.09
-0.06 -0.07 -0.04
-0.05 0.03 0.06
0.01 -0.07 -0.03
0.80 -0.81 0.84
-0.36 0.33 -0.23
-0.04 -0.13 0.06
0.05 0.05 0.03
-0.08 -0.02 -0.04
0.06 0.06 0.01
-0.17 -0.04 0.09
-0.31 0.48 0.06
-0.10 0.13 0.09
-0.07 -0.09 -0.08
-0.04 0.09 -0.10
0.05 0.01 0.14
-0.08 -0.15 -0.03
-0.03 -0.14 -0.01
-0.09 -0.05 0.06
0.00 0.00 0.00
0.01 -0.01 -0.01
-0.02 0.00 0.02
0.00 -0.05 0.02
0.06 0.03 0.06
-0.01 0.00 0.01
0.00 0.00 0.00
0.01 0.02 0.01
0.04 -0.01 0.05
0.04 -0.04 0.00
0.00 0.02 -0.01
0.00 0.00 0.01
-0.02 0.00 0.01
0.05 -0.03 0.03
0.12 0.00 -0.08
-0.02 -0.03 0.01
0.02 -0.01 0.01
0.00 -0.01 -0.02
0.02 -0.01 -0.01
0.06 0.00 0.06
-0.01 -0.04 -0.02
0.11 0.31 0.11
-0.22 -0.71 -0.32
-0.08 0.39 0.05
-0.01 -0.10 -0.07
-0.62 -0.24 -0.10
-0.17 -0.70 -0.06
0.52 0.67 0.32
0.01 -0.52 -0.17
0.18 0.19 0.13
-0.17 0.04 -0.05
0.32 -0.08 0.05
0.42 -0.76 -0.04
-0.03 0.00 0.01
0.00 0.02 -0.01
-0.06 -0.07 -0.04
-0.02 -0.05 0.02
-0.01 0.00 0.00
0.00 0.06 -0.05
-0.02 -0.02 0.02
0.00 0.00 0.00
-0.01 0.06 -0.10
-0.29 0.79 -1.48
-0.91 -0.55 0.54
0.09 0.02 0.03
0.01 -0.08 -0.04
0.04 -0.03 -0.04
-0.11 0.03 0.12
0.14 0.13 -0.05
1.04 -0.44 0.60
-0.15 0.21 -0.09
0.15 0.06 0.14
-0.06 -0.04 -0.04
0.06 -0.16 0.03
-0.19 -0.02 -0.04
0.00 0.14 0.36
0.02 0.00 -0.02
0.03 0.04 0.01
-0.02 0.02 -0.02
0.05 -0.01 0.01
-0.02 0.03 -0.05
0.01 0.01 -0.02
-0.02 -0.01 -0.02
0.01 0.01 -0.02
-0.04 0.05 -0.01
-0.02 0.00 -0.02

- total charge = +4
- relative energy (zero: lowest compared OMol25 entry of this formula, charge and spin) (eV) = 0.7817
- multiplicity = 4
- energy (hartree) = -4854.361365
- ⟨S²⟩ = 3.817
- LUMO level (spin up / spin down) (eV) = -13.5 / -13.5
- gap between HOMO and LUMO (spin up / spin down) (eV) = 5.2 / 5.2

---

Which formula does entry 1 have?
C39H43Cl2CoN3O4